C6H19N4 | wB97M-V/def2-TZVPD

2S+1	1
relative energy (zero: lowest compared OMol25 entry of this formula, charge and spin)	42.2	kcal per mole
Kohn-Sham gap	6.37	eV
HOMO energy	-11.32	eV
LUMO level	-4.951	eV
net charge	+1

Each line ends with the Löwdin charge.
Positions of all 29 atoms, in Å:
N 0.9287 -0.5267 0.2485  0.1752
N 1.3546 -1.6738 0.0068  0.0216
N 3.2067 -0.0207 -0.1878  0.0890
N -2.2736 0.3626 0.3967  -0.1929
C -3.5905 -0.1064 0.7441  -0.1405
C 1.4352 1.6899 -0.5706  -0.0067
C 0.5344 -2.8343 0.0615  0.0162
C 2.0000 0.9158 1.7587  0.0026
C -1.8092 0.1333 -0.9395  -0.1593
C 1.9399 0.5180 0.2757  -0.6102
H -3.7232 -0.0255 1.8210  0.0784
H -0.4844 -2.5846 -0.2375  0.1020
H -0.7234 -0.0479 -0.8954  0.0204
H -2.2972 -0.7487 -1.3526  0.0822
H 2.5832 1.8267 1.8693  0.1021
H -4.3932 0.4581 0.2533  0.0811
H -2.1001 1.3032 0.7232  0.0990
H 0.4822 2.0438 -0.1922  0.0860
H 0.4970 -3.2164 1.0859  0.1190
H 3.4611 0.3227 -1.1056  0.1069
H 2.3768 -1.7288 -0.2122  0.1671
H 3.9667 0.1641 0.4522  0.1065
H -3.6852 -1.1527 0.4557  0.0757
H 0.9480 -3.6098 -0.5812  0.1096
H 1.3144 1.3843 -1.6077  0.0938
H 2.4610 0.1198 2.3438  0.0942
H 0.9965 1.0896 2.1368  0.0943
H -1.9822 0.9755 -1.6183  0.0857
H 2.1539 2.5040 -0.5252  0.1009

=====

C29H35F16INO10P2S | wB97M-V/def2-TZVPD

2S+1	1
Kohn-Sham gap	6.80	eV
HOMO energy	-10.68	eV
LUMO level	-3.878	eV
net charge	+1

Each line ends with the Löwdin charge.
Positions of all 95 atoms, in Å:
I -0.0620 6.0971 0.3988  0.8224
S 4.3432 -0.4602 -0.6260  1.0910
P 3.4502 2.0165 1.0355  0.9104
P 3.1366 0.3808 -3.1565  0.4049
F -4.7125 -4.7015 -6.7077  0.1514
F -3.7074 -3.9195 -4.9498  0.1477
F 0.3732 -0.2919 6.6184  0.1623
F -5.8531 -2.0525 -4.7315  0.0988
F -4.1306 -0.1078 -5.7486  0.1413
F 0.0211 -1.2457 3.9355  0.0919
F -1.9846 0.1843 -6.0536  0.1011
F -6.3750 -4.1770 -4.6210  0.1041
F -0.8502 1.3293 3.3660  0.0681
F 2.5068 -0.3953 6.2436  0.1605
F -1.4289 3.1715 4.3900  0.1282
F -1.9682 -0.1013 5.5042  0.1016
F -3.2939 1.2765 4.4455  0.0988
F -3.4897 -1.6531 -3.4778  0.0956
F 1.1256 -2.5453 5.3120  0.1190
F -2.7446 0.3995 -3.5089  0.0813
O 4.2061 -0.6590 -3.7049  -0.1033
O -4.0159 -2.6252 -6.7719  0.0533
O 2.1358 2.2115 1.9370  -0.2474
O 3.9953 3.5077 0.6813  -0.2385
O 3.1797 1.5959 -4.1586  -0.0783
O 4.4245 -1.1189 3.0512  0.1511
O 1.8133 -0.2237 -3.0118  -0.2104
O 4.0711 -3.5587 -0.1573  0.1868
O 1.3003 0.9961 5.0321  0.0325
O 3.5337 -2.7587 1.8937  0.0965
N 1.8879 0.2705 -0.4237  -0.0338
C -3.3846 0.4093 -0.0394  -0.0336
C 3.3780 -2.9017 0.5429  -0.5087
C 0.4306 0.1023 -0.3567  -0.0767
C 4.6535 -2.0319 2.3394  -0.4885
C 2.2016 -2.1229 0.0233  -0.0082
C -1.0419 1.8835 4.5874  -0.3984
C 6.0153 -2.4765 1.9445  0.0363
C -2.8197 -1.9452 -6.4558  -0.0435
C -5.1433 -0.9409 0.9292  -0.0773
C -2.6666 0.3752 1.1601  -0.2094
C -4.5410 -3.5939 -5.9580  -0.5457
C -3.2090 -0.3054 2.2537  -0.0421
C -4.6107 -0.2526 -0.1606  -0.0697
C -5.9257 -3.1993 -5.4369  -0.2844
C -4.4359 -0.9601 2.1354  -0.0622
C -0.1705 0.1051 1.0570  -0.1204
C 2.6582 -0.7564 -0.3037  -0.4515
C 1.0054 4.2638 0.3804  -0.6959
C 3.7671 1.0296 -1.5445  -0.4883
C 1.9387 2.6781 -1.4443  -0.1431
C 0.7412 3.4371 -0.8758  -0.2723
C 1.1654 -1.3740 4.6474  -0.2800
C 0.2950 1.9541 5.3451  -0.0239
C -1.3471 1.0815 1.2278  -0.1346
C -2.2276 1.2011 5.2730  -0.2876
C -2.9249 -0.6857 -5.5816  -0.4433
C -2.6230 -0.8232 -4.0886  -0.3011
C 2.6152 1.5383 -0.6583  -0.4702
C 1.3056 -0.2312 5.6568  -0.5424
H 3.9048 1.4912 -4.7908  0.1077
H -6.0942 -1.4330 0.8367  0.0988
H 6.7065 -1.7277 2.2996  0.0996
H -2.4727 1.7025 6.2132  0.1817
H 2.0175 -1.3659 3.9627  0.1505
H 1.4486 -2.1031 0.8019  0.1410
H 2.0548 4.4722 0.5201  0.0128
H -1.3660 1.8241 0.4394  0.0951
H 5.0776 -0.5786 -3.2946  0.0810
H -2.4662 -1.5785 -7.4177  0.1502
H -1.2432 1.6390 2.1509  0.0456
H 1.8559 -2.6231 -0.8760  0.1672
H 0.7388 2.9008 5.0396  0.1492
H -0.1146 2.8034 -0.6987  0.0748
H -0.0459 0.8267 -0.9952  0.1189
H 6.2654 -3.4176 2.4141  0.1114
H -1.6032 -1.1856 -3.9280  0.1694
H 6.1321 -2.5587 0.8758  0.0747
H 2.4024 2.0613 2.8565  0.0637
H 2.7053 3.4006 -1.6940  0.1294
H 0.6629 3.7339 1.2507  0.0062
H 4.5017 1.7929 -1.7752  0.1120
H 0.4360 4.1274 -1.6528  0.0848
H 0.1337 2.0301 6.4197  0.1528
H 1.5991 2.2684 -2.3921  0.1009
H -2.0509 -2.6260 -6.0891  0.1472
H -0.5739 -0.8840 1.2375  0.1137
H -6.6178 -3.0679 -6.2705  0.1775
H -3.0109 0.9296 -0.9072  0.0954
H 4.9568 3.4690 0.7235  0.0670
H 0.2253 -0.8504 -0.8218  0.1261
H -2.6869 -0.3342 3.1997  0.0825
H -5.1681 -0.2287 -1.0808  0.1000
H 0.5676 0.2702 1.8330  0.0865
H -4.8655 -1.4803 2.9756  0.1030

=====

C5H8N2 | wB97M-V/def2-TZVPD

2S+1	1
relative energy (zero: lowest compared OMol25 entry of this formula, charge and spin)	118.3	kcal per mole
Kohn-Sham gap (spin up / spin down)	6.66 / 6.87	eV
HOMO energy (spin up / spin down)	-7.09 / -7.20	eV
LUMO level (spin up / spin down)	-0.426 / -0.332	eV

Each line ends with the Löwdin charge.
Positions of all 15 atoms, in Å:
N 0.6934 -1.9782 -0.5009  0.0095
N -0.5781 -1.7101 -0.5689  -0.0064
C 0.5550 0.0034 0.1640  -0.2595
C -0.7818 -0.4875 -0.1239  -0.3601
C 1.0969 1.2766 -0.3719  -0.0166
C -2.0986 0.1964 -0.0875  -0.0547
C 1.3382 -0.9610 0.8226  -0.0204
H -2.4267 0.3815 0.9409  0.0717
H -2.8552 -0.4181 -0.5799  0.0771
H 0.3808 2.1006 -0.2866  0.0897
H 2.4187 -0.9164 0.7088  0.1013
H 1.3655 1.1704 -1.4255  0.1043
H 0.9846 -1.4227 1.7383  0.1111
H 1.9756 1.6086 0.1847  0.0817
H -2.0684 1.1564 -0.6140  0.0713

=====

H16O8 | wB97M-V/def2-TZVPD

2S+1	1
relative energy (zero: lowest compared OMol25 entry of this formula, charge and spin)	78.6	kcal per mole
Kohn-Sham gap	10.59	eV
HOMO energy	-10.80	eV
LUMO level	-0.211	eV

Each line ends with the Löwdin charge.
Positions of all 24 atoms, in Å:
O -0.1657 3.8288 0.2288  -0.0596
O 3.3729 1.1696 -0.8866  -0.0446
O 2.0223 -2.2099 -1.4149  -0.0554
O 2.5439 -2.3754 1.0528  -0.0794
O -2.5348 -1.2845 1.7650  -0.0437
O 0.4322 0.8472 1.4189  -0.0584
O -4.7743 -0.8171 -1.4723  -0.0513
O -0.8403 0.9096 -0.7130  -0.0482
H 0.0962 -0.0558 1.3934  0.0339
H -0.4315 3.0891 0.7867  0.0107
H 2.8512 1.6947 -1.5038  0.0396
H 1.2918 -2.8096 -1.6039  0.0586
H 0.6790 4.1095 0.5984  0.0333
H -4.4128 -0.1614 -2.0792  0.0403
H -0.0683 0.5676 -1.1778  0.0383
H -2.7340 -1.6889 2.6170  0.0477
H -3.4007 -1.1247 1.3731  0.0263
H -0.9748 0.2856 0.0092  0.0196
H 2.7905 -1.6473 0.4713  0.0064
H 1.5904 -1.3978 -1.1269  0.0190
H -4.2760 -0.6831 -0.6582  0.0089
H 0.6815 1.0306 0.5061  -0.0041
H 2.8479 -3.1618 0.5857  0.0351
H 3.0212 1.4069 -0.0212  0.0271

=====

C18H29N6O6Ti | wB97M-V/def2-TZVPD

2S+1	4
relative energy (zero: lowest compared OMol25 entry of this formula, charge and spin)	47.4	kcal per mole
Kohn-Sham gap (spin up / spin down)	3.78 / 7.48	eV
HOMO energy (spin up / spin down)	1.22 / -2.52	eV
LUMO level (spin up / spin down)	5.001 / 4.958	eV
net charge	-2

Each line ends with the Löwdin charge.
Positions of all 60 atoms, in Å:
Ti 0.3492 -0.5820 0.1964  0.7477
O 0.6356 -0.3261 -1.7122  -0.1562
O -1.1659 -1.7036 0.3775  -0.1695
O -0.6585 2.0919 3.2409  -0.0367
O 0.1758 -0.1835 -3.8872  -0.0246
O -3.3307 -1.3471 0.7364  -0.0205
O 2.1575 -0.7581 0.5019  -0.2739
N -0.3282 0.2862 1.8623  -0.0865
N 2.6177 -1.7059 1.3414  -0.2047
N 2.2278 0.5592 3.4534  0.0119
N 1.0463 -3.2569 -1.0869  0.0066
N -2.1312 3.1271 -2.7787  -0.1692
N -1.7949 2.3157 -0.4036  -0.1516
C -0.5340 -2.1657 -2.7176  -0.1088
C 2.2372 -3.5891 2.7695  -0.1119
C -2.6285 3.5035 -0.3942  -0.1674
C 4.4890 -2.8480 2.3156  -0.1365
C 3.9833 -1.8541 1.5048  -0.0797
C -0.7010 3.0047 -2.4836  -0.1486
C 0.5214 -3.2531 -2.4379  -0.2804
C -1.7470 0.0077 1.9352  -0.1568
C -2.1381 -1.0806 0.9320  -0.6568
C -0.5022 2.6385 -0.9928  -0.1527
C 3.6243 -3.7421 2.9727  -0.1702
C -2.7361 1.8062 -2.6129  -0.1493
C -2.7493 4.0545 -1.8352  -0.1808
C 0.1407 -0.7777 -2.7968  -0.6402
C 1.5952 1.5385 2.5604  -0.2179
C 0.0688 1.3365 2.5697  -0.5623
C -2.4379 1.2742 -1.1933  -0.1483
C 1.7462 -2.5763 1.9714  -0.0901
H 4.5927 -1.1448 0.9644  0.1029
H -0.2228 3.9583 -2.7343  0.1042
H 1.6967 -0.3088 3.3916  0.0467
H -3.3510 0.9603 -0.6807  0.1169
H 1.8348 2.5387 2.9464  0.0944
H 1.3711 -3.1219 -3.1236  0.1089
H -3.8130 1.9027 -2.7893  0.1070
H 0.2831 -3.4583 -0.4383  0.0604
H -3.6056 3.2284 0.0124  0.1127
H -1.2675 -2.1647 -1.8997  0.0998
H 0.0811 -4.2439 -2.6315  0.0989
H 0.1533 1.7591 -0.8684  0.0841
H -1.0398 -2.3731 -3.6650  0.1012
H 4.0110 -4.5229 3.6115  0.0586
H 3.1633 0.3380 3.1149  0.0454
H -2.0222 -0.3488 2.9469  0.1264
H 0.6890 -2.3688 1.8093  0.0929
H 1.3569 -2.2985 -0.8529  0.0251
H -2.1752 4.2351 0.2809  0.1105
H -2.3080 1.1560 -3.3768  0.1086
H 5.5623 -2.9373 2.4277  0.0797
H -1.7556 0.4192 -1.2249  0.0941
H -0.2985 2.2244 -3.1336  0.1020
H -3.7972 4.1806 -2.1290  0.0997
H -2.3342 0.9223 1.7524  0.1092
H 1.9450 1.4496 1.5122  0.0891
H -2.2431 5.0194 -1.9382  0.1022
H 1.5387 -4.2707 3.2364  0.0872
H -0.0766 3.4740 -0.4276  0.1173

=====

C17H19N5O3S3Ti | wB97M-V/def2-TZVPD

2S+1	1
relative energy (zero: lowest compared OMol25 entry of this formula, charge and spin)	16.8	kcal per mole
Kohn-Sham gap	6.00	eV
HOMO energy	-13.71	eV
LUMO level	-7.714	eV
net charge	+2

Each line ends with the Löwdin charge.
Positions of all 48 atoms, in Å:
Ti 0.1054 -2.1682 -0.8510  0.8709
S 1.4790 -1.1318 3.7997  1.0172
S -0.4322 -2.6407 2.3493  1.0915
S 1.5303 -1.7829 -2.7492  0.8267
O 0.8984 -3.3421 0.2118  -0.2526
O -1.5006 -1.8380 -1.4224  -0.1671
O -0.4350 -3.1700 0.7405  -0.5874
N -0.1983 -4.1244 -2.1165  0.0194
N 0.9072 -0.4310 1.3094  0.0060
N -0.0419 -3.8326 -3.4761  -0.0146
N 0.2470 -0.4984 0.1004  -0.0883
N 0.9887 -2.6801 -5.1583  0.1693
C -0.6309 2.8353 4.2840  -0.0751
C -0.4151 0.5755 -0.2867  -0.1650
C -0.4893 1.7387 0.6317  0.0384
C -1.3326 1.7288 -2.2835  0.0133
C -2.3468 0.4983 -4.0737  -0.0162
C 0.0229 4.0560 4.3216  -0.0673
C 0.7678 -2.8380 -3.8678  -0.7368
C -1.9379 1.7085 -3.5193  -0.0290
C -1.0936 0.5435 -1.5705  -0.1027
C 2.1195 2.9306 3.9762  -0.0394
C 0.0871 1.6624 4.0868  -0.0930
C 1.4029 4.0993 4.1699  -0.0592
C 0.7024 -1.2360 2.2746  -0.8991
C -2.1827 -0.6796 -3.3706  0.0051
C -1.5700 -0.6766 -2.1219  -0.3079
C 1.4650 1.7010 3.9271  -0.2899
C 2.3164 0.4753 3.6947  -0.3682
H 0.6092 -3.2945 -5.8640  0.1446
H -1.1288 -4.4939 -1.9507  0.1443
H -0.3539 -4.5235 -4.1450  0.1788
H -0.9904 2.5928 0.1916  0.0927
H 3.1975 2.9741 3.8680  0.1232
H 3.0912 0.3906 4.4587  0.0980
H 1.6247 -1.9595 -5.4645  0.1306
H -1.0426 1.4361 1.5251  0.1098
H 0.5115 2.0119 0.9751  0.1138
H -0.4356 0.7125 4.0840  0.0882
H -2.1034 2.6364 -4.0482  0.1260
H 2.8016 0.5068 2.7193  0.0897
H -1.7034 2.7909 4.4242  0.1120
H -2.8076 0.4812 -5.0522  0.1271
H 0.4847 -4.8134 -1.8070  0.1392
H -0.5369 4.9676 4.4806  0.1127
H -2.5627 -1.6205 -3.7484  0.1302
H 1.9232 5.0467 4.2141  0.1146
H -1.0117 2.6749 -1.8706  0.1254

=====

C30H24FeNOP2S3 | wB97M-V/def2-TZVPD

2S+1	2
relative energy (zero: lowest compared OMol25 entry of this formula, charge and spin)	0.0	kcal per mole
Kohn-Sham gap (spin up / spin down)	4.53 / 4.25	eV
HOMO energy (spin up / spin down)	0.25 / 0.52	eV
LUMO level (spin up / spin down)	4.775 / 4.775	eV
net charge	-2

Each line ends with the Löwdin charge.
Positions of all 62 atoms, in Å:
Fe 0.4360 -2.2849 -0.2315  -0.3505
S 0.3356 -4.7008 -0.4693  0.6321
S 0.1323 -1.8174 2.1979  0.2502
S 2.8427 -1.9425 -0.7700  0.2468
P -0.3213 -0.2985 0.9416  0.3562
P 1.8905 -0.1689 -0.9445  0.3574
O -1.5006 -2.5086 -0.8599  -0.2218
N -2.0906 -3.6469 -0.5842  -0.1925
C -3.4723 -5.9814 -0.1821  -0.1318
C 2.2066 0.4572 -2.6594  -0.3302
C -2.7680 0.1894 -0.3618  -0.1018
C 1.1748 1.0416 -3.3794  -0.0905
C 4.0863 1.6295 2.0375  -0.1036
C -4.9487 0.0155 0.6446  -0.1384
C -0.3058 2.5181 1.3833  -0.0985
C -4.1723 -4.7732 -0.2959  -0.1029
C -3.4365 -3.6319 -0.4913  -0.0325
C -4.3558 -0.3679 1.8419  -0.1139
C 0.3460 3.6559 3.3998  -0.1333
C 2.8964 1.0768 0.0071  -0.3053
C 0.5934 2.4288 3.9969  -0.1151
C 2.9151 2.4257 -0.3376  -0.0945
C 2.6713 1.4676 -5.2162  -0.1304
C 3.4718 0.3708 -3.2308  -0.1078
C -2.9723 -0.4687 1.9316  -0.1018
C -0.1065 3.6979 2.0850  -0.1154
C 0.3812 1.2498 3.2866  -0.1230
C -2.1052 -5.9804 -0.2508  -0.1220
C -1.3457 -4.7953 -0.4313  -0.6899
C 3.4920 0.6902 1.2050  -0.1067
C 4.1064 2.9709 1.6792  -0.1249
C -2.1682 -0.1836 0.8348  -0.3165
C -0.0747 1.2773 1.9749  -0.2952
C 0.2917 -0.0431 -0.5889  -0.5425
C 3.5200 3.3674 0.4843  -0.1145
C -4.1512 0.2899 -0.4597  -0.1161
C 3.7099 0.8792 -4.4989  -0.1107
C 1.4042 1.5431 -4.6585  -0.1093
H -4.0066 -6.9123 -0.0262  0.0849
H 3.5170 4.4139 0.1991  0.0867
H 0.1981 1.0745 -2.9067  0.0833
H 0.5185 4.5762 3.9481  0.0805
H 0.5882 1.9889 -5.2167  0.0870
H 4.2657 -0.1157 -2.6746  0.0868
H -0.2883 4.6518 1.6010  0.0858
H -0.6248 2.5500 0.3459  0.0992
H -5.2477 -4.7056 -0.2203  0.0833
H -1.5351 -6.8945 -0.1500  0.0865
H 2.4369 2.7516 -1.2558  0.1005
H -3.8509 -2.6370 -0.5825  0.1202
H -6.0289 0.0907 0.5706  0.0806
H 4.5628 3.7053 2.3339  0.0832
H 4.5225 1.3106 2.9777  0.0911
H 2.8524 1.8585 -6.2119  0.0822
H -4.6050 0.5716 -1.4040  0.0871
H 0.9626 2.3835 5.0163  0.0849
H 0.5771 0.2809 3.7331  0.0405
H 3.4631 -0.3583 1.4806  0.0736
H -2.5029 -0.8009 2.8509  0.0770
H -2.1145 0.3607 -1.2104  0.0845
H 4.7010 0.8079 -4.9329  0.0864
H -4.9698 -0.6008 2.7051  0.0852

=====

no.,E_tot (eV)
1,-12482.6327
2,-133594.6206
3,-8289.8648
4,-16638.6003
5,-63477.5739
6,-87135.1992
7,-120507.1291